Entry 1:
# C5H11NO

A 2-piece molecular cluster, C5H11NO overall (ωB97M-V/def2-TZVPD, OMol25).

```
! wB97M-V def2-TZVPD RIJCOSX def2/J DEFGRID3
* xyz 0 1
C 0.5860 0.6479 -2.2337
C -0.5079 -0.4513 -1.9205
C -0.8510 -0.3225 -0.4528
C -0.0179 -0.3757 0.5646
C -2.6214 -0.5701 0.9529
N -2.2465 -0.6226 -0.2549
H 1.4057 0.0925 -2.6860
H 0.2504 1.4587 -2.8821
H 0.9556 1.1717 -1.2781
H -0.3911 -1.5440 -2.3345
H -1.2113 -0.1102 -2.6942
H 0.8885 0.2123 0.6207
H 0.1033 -1.0854 1.4794
H -2.1061 -0.0076 1.7580
H -3.5358 -1.1591 1.2858
H 2.7495 0.7256 2.6778
H 3.0906 1.1916 4.0869
O 3.4594 0.7483 3.3109
*
```

Output
- HOMO-LUMO gap (eV) = 8.8707
- calculated total energy (a.u.) = -326.964347
- SMILES = C=NC(=C)CC.O
- ΔE to the lowest compared entry with this formula, charge and spin (kcal per mole) = 104.8

***

Entry 2:
# C5H11NO

One molecule with the formula C5H11NO (ωB97M-V/def2-TZVPD, OMol25).

```
! wB97M-V def2-TZVPD RIJCOSX def2/J DEFGRID3
* xyz 0 1
C -0.9976 0.8813 -0.0480
C -0.0615 2.0412 -0.0501
C -0.4277 -1.1798 0.6874
C 0.1697 -0.5022 -1.6743
C 0.9357 -0.9396 1.3286
N -0.7845 -0.3900 -0.5943
O -1.0990 2.0648 -0.9772
H -1.8294 0.9076 0.6528
H -0.1430 2.7466 0.7761
H 0.9355 1.8963 -0.4595
H -1.2274 -1.0534 1.4223
H -0.4957 -2.2094 0.3278
H -0.1488 0.1890 -2.4533
H 0.1530 -1.5277 -2.0396
H 1.2018 -0.2426 -1.4098
H 1.0614 -1.6383 2.1576
H 1.0083 0.0711 1.7304
H 1.7491 -1.1149 0.6230
*
```

Output
- HOMO-LUMO gap (eV) = 9.7025
- calculated total energy (a.u.) = -327.030345
- SMILES = CCN(C)[C@H]1CO1
- ΔE to the lowest compared entry with this formula, charge and spin (kcal per mole) = 63.4

***

Entry 3:
# C5H11NO

A 2-piece molecular cluster, C5H11NO overall (ωB97M-V/def2-TZVPD, OMol25).

```
! wB97M-V def2-TZVPD RIJCOSX def2/J DEFGRID3
* xyz 0 1
C -2.5931 -1.2324 0.8809
N -2.2673 0.0225 0.2617
C -1.6911 1.0472 0.5051
O -1.1581 2.0913 0.6246
C 1.2041 -0.2750 -0.7271
C 1.3740 1.0159 -1.5256
C 1.6615 -0.1240 0.7229
H -1.6911 -1.8325 1.0398
H -3.2666 -1.7876 0.2252
H -3.0921 -1.0755 1.8421
H 0.1492 -0.5793 -0.7509
H 1.7667 -1.0857 -1.2082
H 0.8282 1.8391 -1.0505
H 0.9969 0.9070 -2.5484
H 2.4302 1.3050 -1.5856
H 2.7337 0.1007 0.7741
H 1.1302 0.7000 1.2148
H 1.4861 -1.0383 1.3021
*
```

Output
- HOMO-LUMO gap (eV) = 11.1304
- calculated total energy (a.u.) = -327.100034
- SMILES = CN=C=O.CCC
- ΔE to the lowest compared entry with this formula, charge and spin (kcal per mole) = 19.6

***

Entry 4:
# C5H11NO

A 3-piece molecular cluster, C5H11NO overall (ωB97M-V/def2-TZVPD, OMol25).

```
! wB97M-V def2-TZVPD RIJCOSX def2/J DEFGRID3
* xyz 0 1
C -2.2962 0.2151 -0.7544
C -1.3027 0.6014 0.3575
C -0.4104 -0.5634 0.6948
N 0.4852 -1.0459 -0.1647
C 1.3607 -0.0781 -0.8987
O 0.8673 0.6319 -1.7588
C 2.5514 0.0065 -0.1432
H -2.9955 1.0388 -0.9380
H -1.7454 0.0133 -1.6780
H -2.8825 -0.6738 -0.4892
H -0.7055 1.4527 0.0255
H -1.8359 0.8971 1.2690
H 0.8743 0.2911 1.6850
H -0.7878 -1.2772 1.4302
H 0.9748 -1.8691 0.1747
H 3.0138 -0.8897 0.2673
H 1.6269 0.3984 1.2540
H 3.2078 0.8507 -0.3330
*
```

Output
- HOMO-LUMO gap (spin up / spin down) (eV) = 8.0299 / 8.0305
- calculated total energy (a.u.) = -326.974413
- ΔE to the lowest compared entry with this formula, charge and spin (kcal per mole) = 98.5

***

Entry 5:
# C5H11NO

A 2-piece molecular cluster, C5H11NO overall (ωB97M-V/def2-TZVPD, OMol25).

```
! wB97M-V def2-TZVPD RIJCOSX def2/J DEFGRID3
* xyz 0 1
C 2.2698 -0.3186 -1.1892
C 1.3250 -0.4985 -0.0539
C 0.9596 0.2627 1.1610
N 0.0741 -0.0837 0.0553
C -1.1137 0.2077 -0.3937
C -2.1850 0.6932 0.5401
O -1.7493 1.7054 1.4340
H 1.8908 -0.8277 -2.0814
H 3.2471 -0.7483 -0.9529
H 2.4180 0.7453 -1.4409
H -0.0407 -2.6710 -0.4191
H 1.1296 1.3435 1.2563
H 0.7937 -0.2464 2.1100
H -1.3293 -0.0365 -1.4290
H -0.7392 -2.8478 -0.6184
H -3.0426 1.0256 -0.0649
H -2.5485 -0.1113 1.1924
H -1.3594 2.4062 0.8944
*
```

Output
- HOMO-LUMO gap (eV) = 7.9466
- calculated total energy (a.u.) = -326.930836
- ΔE to the lowest compared entry with this formula, charge and spin (kcal per mole) = 125.8

***

Entry 6:
# C5H11NO

A 2-piece molecular cluster, C5H11NO overall (ωB97M-V/def2-TZVPD, OMol25).

```
! wB97M-V def2-TZVPD RIJCOSX def2/J DEFGRID3
* xyz 0 1
N -2.2638 -0.0200 -0.0634
C -1.0399 0.2211 -0.7329
C 0.1219 -0.4562 -0.3868
C 0.1363 -1.0108 1.0306
C 1.1704 -1.8483 1.3509
C -1.1163 1.2393 -1.9284
H -3.0270 -0.0337 -0.7072
H -2.2360 -0.9436 0.4578
H 1.0642 -0.2321 -0.9395
H -0.4421 -0.5836 1.7424
H 1.1345 -2.1829 2.3635
H 2.0448 -1.7601 0.7936
H -2.0839 1.7619 -2.1201
H -0.1739 1.8861 -2.0338
H -0.9523 0.6423 -2.8379
H 1.8970 0.5341 1.0629
H 2.2874 2.1974 0.6939
O 2.5874 1.2480 0.7460
*
```

Output
- HOMO-LUMO gap (eV) = 8.6478
- calculated total energy (a.u.) = -327.012034
- SMILES = C=C/C=C(/C)N.O
- ΔE to the lowest compared entry with this formula, charge and spin (kcal per mole) = 74.9

***

Entry 7:
# C5H11NO

One molecule with the formula C5H11NO (ωB97M-V/def2-TZVPD, OMol25).

```
! wB97M-V def2-TZVPD RIJCOSX def2/J DEFGRID3
* xyz 0 1
O 1.7374 -2.3265 1.9465
C 1.1805 -2.0824 0.9131
C -0.1308 -1.3216 0.8282
C -0.4384 -0.7809 -0.5681
C 0.4002 0.4141 -0.9672
C 0.1482 1.6617 -0.1052
N -1.1845 2.1971 -0.1847
H 1.6408 -2.2576 -0.0838
H -0.0347 -0.5444 1.5888
H -0.9158 -1.9340 1.2923
H -0.3493 -1.6504 -1.2346
H -1.5110 -0.5740 -0.5932
H 1.4764 0.1970 -0.9255
H 0.2156 0.6478 -2.0197
H 0.3317 1.4115 0.9328
H 0.8851 2.4091 -0.4209
H -1.6771 2.5006 -1.0082
H -1.7741 2.0329 0.6095
*
```

Output
- HOMO-LUMO gap (eV) = 9.9227
- calculated total energy (a.u.) = -327.078793
- SMILES = NCCCCC=O
- ΔE to the lowest compared entry with this formula, charge and spin (kcal per mole) = 33.0